Density functional theory data (ωB97M-V/def2-TZVPD) for one molecule with the formula C6H11N4OP3.

Results
Relative energy (zero: lowest compared OMol25 entry of this formula, charge and spin)   33.3 kcal per mole
F_max   1.09 eV/A
HOMO energy (alpha / beta)   -6.8 / -7.0 eV

ORCA input file:
```
! RIJCOSX wB97M-V def2-TZVPD def2/J DEFGRID3
* xyz 0 1
C 2.2347 -1.1263 -0.3801
C 0.9214 -2.7810 -1.6781
C 1.4180 -1.2829 0.6481
C 0.1101 -2.9476 -0.6473
C 2.0111 -1.7632 -1.7124
C 0.1420 -2.0631 0.5627
N -2.1138 2.4278 1.2172
N -2.8031 0.3089 -0.2514
N 0.1069 3.8457 1.4463
N -0.5153 4.9890 1.1780
O -0.9841 -1.1884 0.5404
P -3.3224 1.5841 0.7363
P -0.4623 2.3748 0.9115
P -1.2602 -0.2319 -0.7769
H 3.1304 -0.5293 -0.2801
H 0.8217 -3.4011 -2.5569
H 1.6225 -0.8089 1.5957
H -0.6801 -3.6864 -0.6648
H 1.7481 -0.9892 -2.4442
H 2.9433 -2.2167 -2.0638
H -0.0143 -2.6462 1.4822
H -3.5821 -0.2393 -0.5977
H -1.4912 4.9686 0.8940
H 0.0543 5.7390 0.8063
H -0.0355 1.6638 2.0351
*
```

Density functional theory data (ωB97M-V/def2-TZVPD) for an isolated ion of composition C6H11N5 and charge +2.

Results
Relative energy (zero: lowest compared OMol25 entry of this formula, charge and spin)   149.1 kcal per mole
F_max   4.50 eV/A
HOMO energy (alpha / beta)   -16.8 / -15.9 eV

ORCA input file:
```
! RIJCOSX wB97M-V def2-TZVPD def2/J DEFGRID3
* xyz 2 1
C -0.0545 -0.4972 1.1375
C 1.5675 -2.0428 1.9537
C -0.2251 0.5922 0.5881
C -1.9841 1.5134 -1.0146
C -0.6507 1.6985 -0.2993
C 3.8720 -1.8043 1.1190
N -3.0252 1.0503 -0.3774
N -1.9749 2.0480 -2.2027
N 0.2680 -1.6298 1.7605
N -2.3480 1.7140 -3.3951
N 2.4985 -1.6275 1.1910
H -3.0813 0.7484 0.7006
H 1.8313 -2.9680 2.6179
H -0.6669 2.7573 0.2197
H 0.0785 1.8069 -1.1196
H 4.3876 -1.4140 2.1206
H 4.0616 -2.8466 0.9034
H 4.3004 -1.3492 0.2417
H -3.8804 0.9233 -0.8057
H -0.4187 -1.9318 2.3803
H -2.3752 0.7717 -3.7203
H -2.1803 2.4872 -3.9994
*
```

Density functional theory data (ωB97M-V/def2-TZVPD) for a 2-piece molecular cluster, C6H11N5O2 overall.

Results
Relative energy (zero: lowest compared OMol25 entry of this formula, charge and spin)   0.0 kcal per mole
⟨S²⟩   2.882
F_max   5.26 eV/A
HOMO energy (alpha / beta)   -8.8 / -8.9 eV

ORCA input file:
```
! RIJCOSX wB97M-V def2-TZVPD def2/J DEFGRID3
* xyz 0 3
C 2.7157 1.1247 0.3447
C 1.6058 1.9315 0.9960
C -2.4194 -0.0175 0.2063
C -1.6314 -1.5620 -1.7268
C -0.5097 -1.6338 0.5316
C -1.1886 -0.5674 -0.4823
N 3.8903 1.7446 0.7862
N 2.2127 2.8419 1.7809
N -0.3031 0.3032 -1.0593
N 2.5704 0.1552 -0.4608
N 0.3457 1.6364 0.8994
O -0.6937 2.1260 1.2635
O 3.4889 2.7750 1.6228
H -3.0449 -0.8413 0.5337
H -2.0625 0.4015 1.1778
H -2.8664 0.8197 -0.3063
H -2.5352 -1.0581 -2.1544
H -1.8933 -2.6588 -1.4001
H -0.9617 -1.7733 -2.4852
H -0.0636 -2.4065 -0.1336
H 0.4137 -1.0193 0.8715
H -1.2010 -2.1004 1.3096
H 0.6476 -0.1200 -1.1662
H 3.4837 -0.1013 -0.9490
*
```

Density functional theory data (ωB97M-V/def2-TZVPD) for one molecule with the formula C6H11NO.

Results
Relative energy (zero: lowest compared OMol25 entry of this formula, charge and spin)   75.9 kcal per mole
F_max   0.78 eV/A
HOMO energy (alpha / beta)   -7.2 / -6.8 eV

ORCA input file:
```
! RIJCOSX wB97M-V def2-TZVPD def2/J DEFGRID3
* xyz 0 1
C 1.7817 -0.1669 -0.0863
C 0.8695 -1.1076 -0.6989
C -2.0890 -0.0766 1.5960
C 1.9621 1.2307 -0.5360
C -0.6803 -0.1368 1.0382
C -0.4958 -0.4763 -0.3164
N -1.4436 -0.2282 -1.2882
O 0.2821 0.0866 1.8141
H 2.3370 -0.4672 0.7906
H -1.4567 -0.8118 -2.1103
H -1.7564 0.7162 -1.4594
H 0.9283 -1.1027 -1.7882
H 0.9820 -2.1275 -0.3300
H -2.1030 -0.6210 2.5418
H -2.3494 0.9619 1.8204
H -2.8297 -0.4879 0.9114
H 3.0204 1.4368 -0.7384
H 1.3782 1.4630 -1.4282
H 1.6626 1.9154 0.2677
*
```

Density functional theory data (ωB97M-V/def2-TZVPD) for one molecule with the formula C6H11NO.

Results
Relative energy (zero: lowest compared OMol25 entry of this formula, charge and spin)   43.1 kcal per mole
SMILES   [H]/N=C/C(C)(C)C(C)=O
F_max   4.40 eV/A
HOMO energy   -9.0 eV

ORCA input file:
```
! RIJCOSX wB97M-V def2-TZVPD def2/J DEFGRID3
* xyz 0 1
C -0.8044 -2.0337 -0.3401
C -0.4359 1.9178 0.6924
C 0.2309 0.7143 -1.4310
N 1.6843 -0.9817 0.3746
C -0.8551 -0.7439 0.4343
C 0.0811 0.6227 0.0840
C 1.2669 0.1330 0.8127
O -1.8483 -0.5155 1.0914
H 2.4901 -1.4234 0.8105
H 1.4912 0.4798 1.8317
H -1.7931 -2.2922 -0.7146
H -0.5340 -2.8097 0.3793
H -0.1071 -2.0093 -1.1713
H 0.3370 2.6880 0.6761
H -0.7021 1.7880 1.7427
H -1.3367 2.2379 0.1725
H 0.6874 -0.1686 -1.8696
H -0.7458 0.8537 -1.8936
H 0.8938 1.5428 -1.6821
*
```

Density functional theory data (ωB97M-V/def2-TZVPD) for one molecule with the formula C6H11NO.

Results
Relative energy (zero: lowest compared OMol25 entry of this formula, charge and spin)   48.2 kcal per mole
SMILES   CC1(C)N[C@@]2(C)O[C@@H]12
F_max   1.19 eV/A
HOMO energy   -9.4 eV

ORCA input file:
```
! RIJCOSX wB97M-V def2-TZVPD def2/J DEFGRID3
* xyz 0 1
C 2.6567 0.4653 0.1011
C -1.5418 1.1847 -0.4541
C -1.7409 -1.1780 0.4267
C 1.2900 -0.1294 0.0957
C -0.8021 -0.0613 0.0060
C 0.3302 -0.4750 -0.9534
O 1.0823 -1.4691 -0.2945
N 0.2447 0.3061 1.0004
H 0.2002 -0.1817 1.8891
H 0.3781 -0.4064 -2.0252
H 2.5792 1.5492 0.0736
H 3.2105 0.1123 -0.7648
H 3.1862 0.1706 1.0052
H -2.4268 -1.4134 -0.3836
H -2.1877 1.5448 0.3419
H -0.8291 1.9659 -0.7029
H -2.1459 0.9594 -1.3295
H -2.3162 -0.8734 1.2988
H -1.1676 -2.0708 0.6693
*
```

Density functional theory data (ωB97M-V/def2-TZVPD) for a 2-piece molecular cluster, C6H11NO overall.

Results
Relative energy (zero: lowest compared OMol25 entry of this formula, charge and spin)   99.6 kcal per mole
F_max   3.41 eV/A
HOMO energy   -8.7 eV

ORCA input file:
```
! RIJCOSX wB97M-V def2-TZVPD def2/J DEFGRID3
* xyz 0 1
C 1.3172 1.0005 1.3009
C 1.1647 0.1128 -1.4117
C 0.6998 -0.2129 0.6070
O 1.0902 -1.3608 0.8642
H 0.9861 0.9982 2.3431
H 2.4028 0.9092 1.2669
H 1.0764 -0.8221 -1.9658
H 2.1987 0.1576 -1.0720
H 1.0981 0.9965 -2.0539
H 1.0210 1.9422 0.8359
C -1.7408 -1.1259 0.9433
C -0.8853 0.0096 0.3821
N -1.5034 0.2601 -2.0711
C -0.8652 0.1159 -1.0473
H -1.0688 0.2624 -2.9915
H -1.1721 0.9805 0.7952
H -1.6121 -1.1774 2.0256
H -1.4073 -2.0743 0.5215
H -2.8000 -0.9721 0.7278
*
```

Density functional theory data (ωB97M-V/def2-TZVPD) for one molecule with the formula C6H11NO.

Results
Relative energy (zero: lowest compared OMol25 entry of this formula, charge and spin)   29.6 kcal per mole
SMILES   [H]/N=C(\O)[C@@H](C)C(=C)C
F_max   2.25 eV/A
HOMO energy   -9.5 eV

ORCA input file:
```
! RIJCOSX wB97M-V def2-TZVPD def2/J DEFGRID3
* xyz 0 1
C -1.8833 -0.0766 -1.0397
C -0.7638 -0.4706 -0.1138
C -0.9209 -1.5073 0.7361
O -0.2201 2.1535 0.8245
H -0.7003 2.2547 -0.0110
H -2.3623 0.8391 -0.6810
H -1.5354 0.0937 -2.0630
H -2.6577 -0.8489 -1.0973
H -0.1195 -1.8436 1.3878
H -1.8475 -2.0709 0.7841
C 1.7856 -0.7443 -0.4949
C 0.5932 0.2027 -0.3380
N 1.5451 1.0676 1.8131
C 0.8006 1.1833 0.7897
H 1.4516 1.9134 2.3848
H 0.5402 0.7998 -1.2579
H 1.8663 -1.4588 0.3295
H 2.7261 -0.1824 -0.5208
H 1.7021 -1.3042 -1.4322
*
```

Density functional theory data (ωB97M-V/def2-TZVPD) for one molecule with the formula C6H11NO.

Results
Relative energy (zero: lowest compared OMol25 entry of this formula, charge and spin)   90.0 kcal per mole
F_max   3.09 eV/A
HOMO energy (alpha / beta)   -6.8 / -6.8 eV

ORCA input file:
```
! RIJCOSX wB97M-V def2-TZVPD def2/J DEFGRID3
* xyz 0 1
C 1.1523 0.7993 0.8617
C -0.1015 0.9781 -1.1990
C 0.3500 -0.2520 1.2748
C -0.1809 0.9482 -2.7007
C -0.0187 -1.4400 0.3781
C 0.6912 -0.7246 2.6272
N 0.9781 1.2191 -0.5172
O 1.8849 1.4939 1.6368
H -1.0091 0.7582 -0.5160
H 0.3107 0.0465 -3.0093
H 0.3586 1.8192 -2.9427
H -1.1928 1.0468 -3.0601
H 0.7341 -2.1996 0.5884
H -0.0716 -1.1411 -0.6512
H -1.1131 -1.7587 0.4397
H 1.6286 -1.3602 2.5084
H -0.2651 -1.2912 2.8503
H 0.9705 -0.0105 3.4377
H 1.9568 1.5147 -0.9587
*
```

Density functional theory data (ωB97M-V/def2-TZVPD) for one molecule with the formula C6H11NO.

Results
Relative energy (zero: lowest compared OMol25 entry of this formula, charge and spin)   117.3 kcal per mole
SMILES   CO[C@@]12CCN[C@H]1C2
F_max   2.97 eV/A
HOMO energy   -8.5 eV

ORCA input file:
```
! RIJCOSX wB97M-V def2-TZVPD def2/J DEFGRID3
* xyz 0 1
C 1.9500 -1.1387 -1.0015
C 0.4018 0.1359 0.2468
C -0.2050 1.2368 -0.5466
C -1.6839 0.6678 -0.7578
C -0.8010 -0.0904 1.1888
C 0.6021 -0.3193 1.7143
H 2.6269 -1.2158 -0.1571
H 2.2913 -0.2864 -1.6301
H 2.0258 -2.0725 -1.6114
H -0.0627 2.2101 0.1237
H 0.2908 1.3999 -1.4852
H -2.5007 1.3901 -0.5216
H -1.7286 0.2594 -1.7303
H -2.7229 -0.6101 0.5565
H -1.0704 0.8526 1.6606
H 1.0428 -1.2785 1.7554
H 0.7114 0.3423 2.5972
N -1.7889 -0.4870 0.2173
O 0.6212 -0.9962 -0.6189
*
```

Density functional theory data (ωB97M-V/def2-TZVPD) for a 3-piece molecular cluster, C6H11NO overall.

Results
Relative energy (zero: lowest compared OMol25 entry of this formula, charge and spin)   110.2 kcal per mole
F_max   3.75 eV/A
HOMO energy   -10.0 eV

ORCA input file:
```
! RIJCOSX wB97M-V def2-TZVPD def2/J DEFGRID3
* xyz 0 1
C -0.4908 0.0358 0.8715
C 1.7342 -0.5448 -3.5158
C -0.5931 -1.7041 -0.4797
C -0.5711 1.3397 0.0281
C 0.8192 -0.0024 1.5570
C -1.6088 -0.0427 1.8333
N -0.6285 -2.6230 -1.2077
O 2.2643 0.1378 -4.3523
H 1.9630 -1.5622 -3.3354
H 1.0654 -0.0905 -2.7435
H -1.2542 1.9591 0.5709
H 0.4350 1.7774 0.0575
H -0.8360 1.3207 -0.9395
H 0.7069 0.9709 2.1857
H 1.7498 0.0422 0.9420
H 0.9765 -0.7520 2.2340
H -1.5677 -0.9798 2.5401
H -2.5536 -0.1640 1.2521
H -1.6105 0.8821 2.5018
*
```

Density functional theory data (ωB97M-V/def2-TZVPD) for a 2-piece molecular cluster, C6H11NO2 overall.

Results
Relative energy (zero: lowest compared OMol25 entry of this formula, charge and spin)   87.3 kcal per mole
SMILES   C=NC(C)=O.C=COC
F_max   4.05 eV/A
HOMO energy   -8.0 eV

ORCA input file:
```
! RIJCOSX wB97M-V def2-TZVPD def2/J DEFGRID3
* xyz 0 1
C 1.1598 -0.3264 1.9164
C -0.8314 -1.1693 0.9454
C -1.6910 -0.3905 1.6791
O 0.4831 -1.3728 1.2531
H -1.2033 -2.0608 0.4514
H 1.0099 0.6344 1.4142
H 0.8285 -0.2398 2.9559
H 2.2160 -0.5867 1.8870
H -2.7525 -0.5311 1.5683
H -1.3430 0.2572 2.4644
C 1.4358 0.8924 -2.1266
C 0.6361 -0.2762 -1.5782
C -1.4716 0.7990 -1.0867
N -0.4331 0.1206 -0.8007
O 0.9761 -1.4280 -1.6866
H 0.9267 1.2916 -3.0025
H 1.5319 1.6873 -1.3918
H 2.4182 0.5365 -2.4229
H -1.7105 1.0855 -2.1103
H -2.1858 1.0773 -0.3287
*
```

Q: The lowest relative energy (zero: lowest compared OMol25 entry of this formula, charge and spin) belongs to which entry?
A: C6H11N5O2

Q: What is the formula in the twelfth record?
A: C6H11NO2

Q: Look up the relative energy (zero: lowest compared OMol25 entry of this formula, charge and spin) of the first one.
A: 33.3 kcal per mole

Repeat the third record exactly.
Density functional theory data (ωB97M-V/def2-TZVPD) for a 2-piece molecular cluster, C6H11N5O2 overall.

Results
Relative energy (zero: lowest compared OMol25 entry of this formula, charge and spin)   0.0 kcal per mole
⟨S²⟩   2.882
F_max   5.26 eV/A
HOMO energy (alpha / beta)   -8.8 / -8.9 eV

ORCA input file:
```
! RIJCOSX wB97M-V def2-TZVPD def2/J DEFGRID3
* xyz 0 3
C 2.7157 1.1247 0.3447
C 1.6058 1.9315 0.9960
C -2.4194 -0.0175 0.2063
C -1.6314 -1.5620 -1.7268
C -0.5097 -1.6338 0.5316
C -1.1886 -0.5674 -0.4823
N 3.8903 1.7446 0.7862
N 2.2127 2.8419 1.7809
N -0.3031 0.3032 -1.0593
N 2.5704 0.1552 -0.4608
N 0.3457 1.6364 0.8994
O -0.6937 2.1260 1.2635
O 3.4889 2.7750 1.6228
H -3.0449 -0.8413 0.5337
H -2.0625 0.4015 1.1778
H -2.8664 0.8197 -0.3063
H -2.5352 -1.0581 -2.1544
H -1.8933 -2.6588 -1.4001
H -0.9617 -1.7733 -2.4852
H -0.0636 -2.4065 -0.1336
H 0.4137 -1.0193 0.8715
H -1.2010 -2.1004 1.3096
H 0.6476 -0.1200 -1.1662
H 3.4837 -0.1013 -0.9490
*
```